{"formula": "C42H49BrF3N3O5PSZr", "method": "wB97M-V/def2-TZVPD", "homo_energy_ev": -9.9, "fmax_ha_per_bohr": 0.04672, "lumo_energy_ev": -4.030, "charge": 1, "energy_ev": -158658.069, "symbols": ["Zr", "Br", "S", "P", "F", "F", "F", "O", "O", "O", "O", "O", "N", "N", "N", "C", "C", "C", "C", "C", "C", "C", "C", "C", "C", "C", "C", "C", "C", "C", "C", "C", "C", "C", "C", "C", "C", "C", "C", "C", "C", "C", "C", "C", "C", "C", "C", "C", "C", "C", "C", "C", "C", "C", "C", "C", "C", "H", "H", "H", "H", "H", "H", "H", "H", "H", "H", "H", "H", "H", "H", "H", "H", "H", "H", "H", "H", "H", "H", "H", "H", "H", "H", "H", "H", "H", "H", "H", "H", "H", "H", "H", "H", "H", "H", "H", "H", "H", "H", "H", "H", "H", "H", "H", "H", "H"], "xyz": [[1.6853, 0.5525, 0.5745], [7.0713, 4.7605, -1.5880], [2.9847, 1.0747, 2.8622], [-1.3289, -1.2508, -0.7398], [3.0263, 0.6489, 5.9495], [2.3871, 2.6702, 5.4817], [1.3659, 1.5370, 7.0133], [-0.8110, 7.2291, 1.0145], [-1.1506, 6.6308, -1.1679], [-0.0762, -0.7110, -0.0298], [1.5562, 0.9278, -1.3136], [1.0087, 2.4077, -2.8980], [3.6933, 1.9166, -0.0693], [0.9182, 2.5510, 0.6367], [0.5536, 0.2724, 2.5082], [-1.9167, -2.8180, -3.0999], [0.1875, 4.6527, 1.4960], [-3.3890, 1.5893, 0.5453], [1.1186, 2.1057, -1.7432], [-0.9071, -1.5637, -5.0329], [0.7602, 3.0497, -0.6263], [0.9873, 0.9074, 4.7850], [-2.1914, -1.8764, -4.2731], [4.8266, -1.1277, -0.1713], [-3.8003, -0.2056, -1.7629], [-4.8353, -0.0344, -0.6528], [-0.8083, -2.3448, -2.1398], [1.4204, 0.7231, 3.4526], [5.1030, 3.8379, 0.2416], [0.0492, 5.1675, 0.2083], [3.8778, -1.6385, 1.9778], [4.9555, -1.2258, 1.2035], [0.6162, 3.3590, 1.6738], [-0.7602, -4.2321, 1.1639], [-2.2506, -2.2396, 0.5282], [0.3151, 4.3237, -0.8693], [1.9514, 1.4429, 5.8135], [3.6208, -1.4596, -0.7854], [4.1118, 2.9695, 0.6513], [-2.2750, 1.4287, -0.4929], [5.2752, 2.5573, -1.7616], [2.5460, -1.9018, -0.0156], [-1.1960, 0.1834, 4.1317], [-2.3566, 0.1559, -1.3601], [0.1046, -0.9235, -4.0904], [-1.3119, -2.8675, 1.5730], [-3.2961, -3.2496, 0.0239], [4.2713, 1.7508, -1.2700], [-0.7503, 6.5430, -0.0028], [-1.9013, -5.1908, 0.8376], [0.4251, -1.8410, -2.9106], [-4.7646, 1.3740, -0.0745], [-0.3210, 0.6426, 5.1174], [5.7061, 3.6249, -0.9881], [-0.7186, 0.0234, 2.8585], [2.6649, -1.9684, 1.3782], [-2.7332, -4.6314, -0.3129], [-3.3147, 2.5906, 0.9739], [-4.6723, -0.7622, 0.1484], [5.7048, 2.3608, -2.7332], [-1.5075, -6.1725, 0.5711], [-2.8041, -1.4406, 1.0370], [-2.6380, -0.9411, -3.9285], [-3.8453, -1.2238, -2.1539], [-2.5316, -5.3200, 1.7224], [1.6810, -2.3287, -0.4995], [-2.3272, 2.2874, -1.1676], [3.5528, -1.4925, -1.8654], [-0.1508, -4.6298, 1.9780], [1.8706, -2.4009, 1.9735], [0.9455, -2.7236, -3.2967], [-4.0853, 0.4584, -2.5832], [-3.8330, -2.8479, -0.8366], [-1.3580, -0.3211, 2.0617], [-3.5683, -5.2985, -0.5317], [-4.9349, 2.1092, -0.8660], [-0.2795, 0.0346, -3.7351], [1.1000, -1.3206, -2.2367], [-0.1096, -4.1340, 0.2872], [-1.3068, 1.4672, 0.0003], [-1.5859, -3.7742, -3.5159], [-0.6642, 0.8021, 6.1306], [-2.2289, -0.0335, 4.3599], [3.6350, 3.1282, 1.6075], [5.9013, -1.0025, 1.6790], [0.1620, 4.6787, -1.8800], [-4.0363, -3.3707, 0.8201], [0.7584, 2.9538, 2.6657], [-2.8438, -3.0175, -2.5608], [1.0311, -0.6987, -4.6200], [-0.4925, -2.4850, -5.4545], [-2.1143, -4.5906, -1.2131], [3.8936, 0.9467, -1.8836], [-0.4831, -3.2249, -1.5706], [-1.8851, -2.9974, 2.4962], [-0.4911, -2.1846, 1.7921], [-2.9159, -2.3558, -4.9335], [4.0037, -1.7559, 3.0444], [-3.2709, 0.8736, 1.3655], [5.3993, 4.6671, 0.8674], [-5.8258, -0.2274, -1.0670], [-0.0438, 5.2913, 2.3392], [-1.8122, 0.3783, -2.2843], [5.6852, -0.8668, -0.7758], [-1.1179, -0.8910, -5.8651], [-5.5408, 1.5167, 0.6783]], "atomic_forces_ev_per_a": [[0.8, -1.7, 1.5], [-0.1, -0.1, 0.0], [0.0, 0.2, -0.4], [-0.4, -0.2, -0.3], [-0.1, 0.1, 0.0], [0.0, -0.1, 0.0], [0.0, 0.0, 0.0], [-0.2, 0.0, 0.1], [-0.2, 0.1, 0.1], [0.5, 0.5, 0.4], [-0.3, 0.4, -1.2], [0.1, -0.2, 0.1], [0.0, 0.1, 0.0], [-0.5, 0.7, -0.5], [0.0, 0.4, 0.8], [-0.2, 0.1, -0.1], [0.3, 0.0, -0.1], [0.0, 0.1, -0.2], [-0.4, 0.9, -0.7], [-0.1, 0.1, 0.1], [0.1, 0.2, 0.1], [0.1, 0.0, -0.2], [0.2, -0.1, -0.1], [0.0, -0.2, 0.0], [-0.1, -0.2, 0.1], [0.0, 0.2, -0.1], [0.0, 0.1, 0.4], [-0.4, -0.2, 0.3], [0.1, 0.1, -0.1], [-1.1, 0.1, 0.2], [0.1, -0.2, 0.0], [0.0, -0.1, 0.0], [0.1, 0.1, 0.1], [-0.2, 0.0, 0.1], [0.1, 0.3, -0.1], [0.3, -0.1, -0.1], [0.1, 0.1, 0.1], [0.0, -0.2, 0.0], [0.0, 0.0, 0.1], [-0.2, -0.1, 0.1], [0.1, 0.1, 0.0], [0.4, -0.6, 0.0], [0.0, 0.0, 0.0], [0.3, -0.2, 0.0], [0.0, -0.2, 0.0], [0.2, -0.2, -0.1], [0.0, -0.1, -0.2], [-0.1, 0.0, -0.1], [0.9, -0.4, -0.3], [0.1, 0.0, -0.2], [-0.1, 0.2, -0.1], [0.1, -0.1, 0.1], [0.1, 0.0, -0.1], [0.0, 0.0, 0.1], [-0.3, 0.0, -0.2], [0.2, -0.4, -0.1], [0.0, 0.0, 0.2], [0.0, 0.0, 0.1], [-0.1, 0.0, 0.0], [0.0, 0.0, 0.0], [0.0, 0.0, 0.0], [0.0, 0.0, 0.0], [0.0, 0.0, -0.1], [0.0, 0.1, -0.1], [0.0, 0.0, 0.0], [-0.1, 0.2, 0.0], [0.1, 0.0, 0.0], [-0.1, 0.2, 0.0], [0.0, 0.0, 0.0], [-0.1, 0.1, 0.0], [0.0, 0.0, 0.0], [0.0, 0.0, 0.0], [-0.1, 0.0, 0.2], [0.0, 0.2, 0.0], [0.0, 0.0, -0.1], [0.0, 0.0, 0.0], [0.0, 0.1, 0.0], [0.1, 0.0, 0.0], [0.1, 0.0, 0.1], [0.1, 0.1, 0.0], [0.0, 0.0, 0.0], [0.0, 0.0, 0.0], [0.0, 0.0, 0.0], [0.0, 0.0, 0.0], [0.0, 0.0, 0.0], [0.0, 0.0, 0.0], [0.0, 0.0, 0.0], [-0.1, 0.0, 0.0], [0.1, -0.1, -0.1], [0.0, 0.0, 0.0], [0.0, 0.0, 0.0], [-0.1, -0.1, 0.0], [0.0, 0.0, 0.0], [0.0, 0.1, 0.0], [0.0, 0.0, 0.0], [0.0, -0.1, 0.0], [-0.1, 0.0, 0.0], [-0.1, 0.1, 0.0], [0.1, 0.0, 0.1], [-0.1, 0.0, 0.0], [0.0, -0.1, 0.0], [0.0, 0.0, 0.0], [0.0, 0.0, 0.0], [0.0, 0.1, 0.0], [0.0, 0.0, 0.0], [0.0, 0.0, 0.0]]}



{"formula": "C10H11N3", "method": "wB97M-V/def2-TZVPD", "homo_energy_ev": [-7.0, -7.0], "fmax_ha_per_bohr": 0.07651, "lumo_energy_ev": [-0.301, -0.501], "energy_ev": -15013.293, "symbols": ["N", "N", "N", "C", "C", "C", "C", "C", "C", "C", "C", "C", "C", "H", "H", "H", "H", "H", "H", "H", "H", "H", "H", "H"], "xyz": [[1.7190, 1.4617, -1.2643], [-0.1293, -2.0205, -0.5678], [-0.7453, 1.0584, 0.6211], [1.8934, -1.0828, 0.4296], [-1.9032, 0.9363, 1.1981], [-0.6792, 0.7224, -0.6885], [0.4872, 1.0294, -1.5206], [-2.9884, -0.0338, -0.6893], [2.4406, 1.2985, -0.2007], [-1.8160, 0.1068, -1.3478], [2.0963, 0.4010, 0.9548], [0.7846, -1.2255, -0.4737], [-3.0538, 0.4153, 0.6369], [-3.7272, -0.4789, -1.2646], [0.1276, 0.8479, -2.6046], [-1.8056, 1.3091, 2.1825], [-4.0191, 0.1447, 1.0039], [3.4228, 1.7072, -0.2129], [-1.0184, -1.8100, -0.9521], [1.1126, 0.5538, 1.5823], [2.8275, 0.5026, 1.7240], [-1.5071, -0.1146, -2.3935], [1.5851, -1.6516, 1.4417], [2.9651, -1.3310, 0.0925]], "atomic_forces_ev_per_a": [[1.5, 0.8, 0.2], [1.8, -0.7, 0.8], [1.0, 0.5, -2.1], [2.5, -0.2, 2.9], [-1.0, -0.3, 0.8], [-0.5, 0.6, 0.1], [-2.0, -3.4, -0.4], [1.9, 0.7, 0.4], [-2.4, -0.6, 0.2], [3.5, 1.4, -0.9], [-2.7, 0.4, 0.5], [-1.2, 0.1, -0.6], [-0.7, -1.1, -1.5], [-2.0, -0.7, -0.3], [1.4, 0.7, 1.5], [-0.9, 0.1, 1.3], [-0.2, 0.7, 1.5], [0.7, 0.5, -0.1], [-1.1, 0.5, -1.0], [1.7, 0.6, -1.8], [1.1, -0.6, 0.2], [-1.3, -0.2, 0.6], [1.0, 0.8, -2.5], [-2.0, -0.4, 0.1]]}



{"formula": "C4H8N2O3", "method": "wB97M-V/def2-TZVPD", "smiles": "NCC(=O)NCC(=O)O", "homo_energy_ev": -9.9, "fmax_ha_per_bohr": 0.12419, "lumo_energy_ev": 0.518, "energy_ev": -13399.584, "symbols": ["O", "O", "O", "N", "N", "C", "C", "C", "C", "H", "H", "H", "H", "H", "H", "H", "H"], "xyz": [[-0.7158, 1.0042, 1.7317], [-0.8703, -1.2682, -2.0114], [-1.4380, 2.7028, 0.5854], [-0.0819, 0.6598, -1.3168], [0.0886, -1.4146, 1.1355], [0.6353, -1.5401, -0.2767], [-0.1189, -0.6169, -1.2328], [0.4266, 1.4922, -0.3304], [-0.6156, 1.8154, 0.6571], [0.1181, -2.3908, 1.4709], [0.5148, -2.4761, -0.7346], [1.6375, -1.4694, 0.0525], [1.2716, 1.0687, 0.3132], [0.6791, 2.4888, -0.7662], [-0.4716, 1.1621, -2.0681], [-0.9499, -1.4046, 1.0805], [-0.1096, 0.1866, 1.7102]], "atomic_forces_ev_per_a": [[1.0, -0.7, -0.1], [1.3, 1.1, 1.1], [1.0, -0.1, -0.8], [1.3, 2.2, 0.3], [-2.2, -2.2, -0.7], [-0.6, 1.6, 2.1], [-2.0, -5.5, -2.5], [2.5, 2.1, 1.9], [-2.8, 0.5, 2.5], [0.8, 0.6, 0.5], [-0.5, -1.3, -0.3], [1.7, 0.9, -1.2], [-0.6, 0.4, -1.5], [0.4, -0.9, 0.3], [-1.0, -0.2, -1.1], [0.5, 0.5, -0.2], [-0.6, 1.0, -0.1]]}



{"formula": "C4H10", "method": "wB97M-V/def2-TZVPD", "homo_energy_ev": -7.8, "fmax_ha_per_bohr": 0.08630, "lumo_energy_ev": 1.243, "energy_ev": -4306.418, "symbols": ["C", "C", "C", "C", "H", "H", "H", "H", "H", "H", "H", "H", "H", "H"], "xyz": [[0.0816, 2.0427, 0.5045], [0.0790, -1.4691, -1.2954], [-0.4891, 0.6936, 0.8514], [0.4969, -1.3707, 0.0934], [-1.5177, 0.5395, 0.5326], [0.0567, -2.0974, 0.7581], [-0.7873, 2.6398, 0.9734], [-0.0351, -2.5411, -1.4328], [0.0645, 2.1784, -0.5444], [0.7852, -1.1690, -1.9560], [-0.5207, 0.4484, 1.9614], [1.5645, -1.1282, 0.1678], [1.0491, 2.3305, 0.9244], [-0.8276, -1.0974, -1.5383]], "atomic_forces_ev_per_a": [[-1.9, -0.1, 1.6], [0.2, -3.2, 1.3], [1.2, -3.6, 1.5], [-0.4, 4.1, 1.6], [0.2, 0.0, -0.6], [0.2, 0.1, 0.4], [1.6, 0.1, -0.8], [0.0, -0.5, -0.6], [0.1, 0.4, -1.1], [2.1, 1.2, -2.0], [0.4, 0.4, -1.3], [-0.5, -0.4, 0.6], [-0.3, -0.3, 0.1], [-3.0, 1.5, -0.6]]}